Entry 1:
# C50H60FIN7OS3SiV

C50H60FIN7OS3SiV as an isolated structure (ωB97M-V with the def2-TZVPD basis set, OMol25).

Each line ends with the Mulliken charge.
Cartesian coordinates (Å):
V  -0.722  -0.106  -0.610  2.688
N  -0.376  -0.661  1.871  -0.355
C  0.643  -0.965  2.879  -0.354
C  1.077  -2.426  2.900  -0.930
C  1.798  -2.950  1.651  -0.156
C  0.853  -3.473  0.571  -0.652
N  0.277  -2.406  -0.244  1.209
H  -0.867  0.184  2.152  -0.255
H  -1.094  -1.391  1.869  -0.356
H  0.272  -0.731  3.887  0.547
H  1.512  -0.324  2.708  0.114
H  0.195  -3.047  3.083  0.093
H  1.741  -2.540  3.762  0.491
H  2.440  -3.781  1.953  0.576
H  2.439  -2.174  1.223  -0.153
H  0.043  -4.022  1.052  -0.226
H  1.393  -4.190  -0.061  0.446
H  -0.482  -2.794  -0.798  -0.311
H  0.989  -2.065  -0.884  -1.311
C  -3.193  1.698  -2.910  -0.565
Si  -3.647  1.371  -1.105  0.236
C  -4.522  2.983  -0.571  -1.382
C  -4.974  0.011  -0.981  -0.901
N  -2.216  1.119  -0.134  0.428
C  -2.321  1.732  1.113  -0.236
C  -3.484  1.555  1.894  -0.465
C  -3.773  2.311  3.011  -1.037
C  -2.907  3.317  3.402  -0.781
C  -1.711  3.463  2.722  -0.549
C  -1.375  2.644  1.651  0.487
O  -0.162  2.832  1.004  -0.336
C  0.908  3.263  1.735  0.307
C  1.830  4.068  1.070  -0.501
C  2.959  4.524  1.725  -0.530
C  3.203  4.170  3.044  -0.621
C  2.286  3.370  3.709  -0.847
C  1.136  2.933  3.069  0.046
H  -4.105  1.830  -3.498  0.522
H  -2.626  0.888  -3.361  -0.333
H  -2.601  2.608  -3.004  0.209
H  -5.081  3.408  -1.409  0.445
H  -3.807  3.734  -0.229  0.305
H  -5.227  2.812  0.241  0.318
H  -5.368  -0.265  -1.961  0.370
H  -5.818  0.354  -0.377  0.433
H  -4.578  -0.889  -0.509  0.050
H  -4.167  0.772  1.586  0.476
H  -4.697  2.144  3.552  0.402
H  -3.148  3.980  4.222  0.386
H  -1.030  4.254  3.010  0.499
H  1.649  4.322  0.033  0.446
H  3.662  5.157  1.198  0.440
H  4.098  4.511  3.550  0.403
H  2.461  3.080  4.737  0.382
H  0.420  2.328  3.606  0.568
C  2.821  -1.340  -4.484  -1.623
C  2.204  -1.716  -3.130  2.133
C  3.218  -2.570  -2.357  -1.592
C  0.875  -2.427  -3.327  1.042
C  0.887  -3.747  -3.757  -0.266
C  -0.291  -4.439  -3.982  -1.347
C  -1.499  -3.790  -3.814  -0.262
C  -1.566  -2.477  -3.360  1.061
C  -2.917  -1.795  -3.231  2.586
C  -3.324  -1.189  -4.582  -1.845
C  -4.028  -2.745  -2.788  -1.626
C  -0.368  -1.792  -3.075  -2.268
N  -0.394  -0.471  -2.537  2.162
C  -0.164  0.522  -3.465  0.593
C  -0.240  0.342  -4.863  -1.438
C  -0.045  1.389  -5.747  -0.992
C  0.260  2.663  -5.292  -0.880
C  0.346  2.877  -3.922  -1.055
C  0.137  1.831  -3.060  0.456
F  0.213  2.068  -1.726  0.646
H  3.819  -0.921  -4.342  0.463
H  2.216  -0.603  -5.003  0.234
H  2.908  -2.226  -5.119  0.305
H  2.026  -0.801  -2.563  -1.198
H  3.621  -3.365  -2.987  0.483
H  2.778  -3.030  -1.469  0.105
H  4.056  -1.944  -2.040  0.288
H  1.832  -4.250  -3.928  0.369
H  -0.265  -5.473  -4.303  0.392
H  -2.411  -4.321  -4.053  0.331
H  -2.822  -0.996  -2.490  -1.625
H  -3.390  -1.975  -5.339  0.400
H  -2.614  -0.441  -4.932  0.435
H  -4.304  -0.716  -4.497  0.359
H  -4.264  -3.471  -3.571  0.478
H  -4.941  -2.184  -2.590  0.445
H  -3.763  -3.283  -1.886  0.128
H  -0.481  -0.642  -5.241  0.639
H  -0.134  1.206  -6.811  0.419
H  0.439  3.470  -5.987  0.403
H  0.575  3.856  -3.522  0.478
S  -1.927  -7.851  2.523  -0.394
C  -2.398  -6.398  1.880  0.287
S  -2.224  -4.850  2.658  -0.188
C  -2.849  -4.009  1.157  -0.008
N  -3.123  -4.885  0.248  -0.610
N  -2.914  -6.185  0.651  0.436
C  -3.287  -7.186  -0.283  -0.012
C  -4.091  -8.256  0.084  -0.279
C  -4.494  -9.167  -0.879  -0.623
C  -4.109  -9.009  -2.203  -0.493
C  -3.311  -7.933  -2.564  -0.561
C  -2.899  -7.022  -1.607  -0.079
S  -3.030  -2.345  1.094  -0.268
H  -4.408  -8.360  1.111  0.430
H  -5.138  -9.990  -0.597  0.350
H  -4.446  -9.713  -2.953  0.370
H  -3.024  -7.797  -3.599  0.378
H  -2.287  -6.169  -1.867  0.394
I  4.257  2.233  -3.210  0.001
C  4.117  1.326  -1.303  -0.518
C  5.235  1.286  -0.488  -0.420
C  5.088  0.682  0.753  -0.787
C  3.847  0.172  1.108  -0.760
C  2.799  0.277  0.211  0.435
N  2.940  0.837  -0.994  0.219
H  6.180  1.700  -0.808  0.486
H  5.930  0.616  1.429  0.430
H  3.711  -0.293  2.074  0.483
H  1.797  -0.092  0.424  0.309

Calculated values
**Expectation value of S²**: 3.76
**Net charge**: -1
**Total energy**: -142196.1590 eV
**Frontier orbital gap (alpha / beta)**: 6.33 / 6.61 eV
**2S+1**: 4

Entry 2:
# C8H14NO4S

A 2-piece molecular cluster, C8H14NO4S overall (ωB97M-V with the def2-TZVPD basis set, OMol25).

Each line ends with the Mulliken charge.
Cartesian coordinates (Å):
C  -2.540  0.671  1.829  0.442
C  1.951  1.025  -0.951  -0.430
C  2.102  0.982  0.604  -0.773
C  0.558  1.603  -1.150  -0.798
C  1.079  0.104  1.332  -0.717
C  -0.472  0.584  -0.656  -0.273
C  -0.293  0.389  0.858  0.594
C  -3.267  -0.630  1.554  -0.793
N  -1.214  0.489  1.719  -0.428
O  0.337  -2.551  -2.903  -0.486
O  -3.118  1.745  1.950  -0.674
O  2.207  -1.975  -1.446  -0.622
O  -0.059  -2.247  -0.503  -0.551
S  1.006  -2.837  -1.348  0.314
H  2.592  1.716  -1.433  0.399
H  2.226  0.012  -1.307  0.244
H  3.079  0.700  0.804  0.410
H  1.833  2.105  0.839  0.253
H  0.393  2.623  -0.490  0.194
H  0.587  1.907  -2.155  0.441
H  1.352  -0.963  1.109  0.142
H  1.073  0.226  2.351  0.561
H  -1.550  0.774  -0.677  0.379
H  -0.228  -0.390  -0.918  0.096
H  -2.687  -1.404  0.943  0.219
H  -3.616  -1.035  2.565  0.249
H  -4.144  -0.553  0.990  0.334
H  0.813  -3.071  -3.510  0.273

Calculated values
**Net charge**: -1
**Total energy**: -29038.7150 eV
**Frontier orbital gap**: 8.17 eV